[1]
{
  "formula": "C2H7IN3",
  "method": "ωB97M-V with the def2-TZVPD basis set",
  "lumo_ev": -4.99,
  "charge": 1,
  "smiles": "NCN(I)C=[NH2+]",
  "molar_mass_g_mol": 200.00,
  "species": ["C", "C", "N", "N", "N", "I", "H", "H", "H", "H", "H", "H", "H"],
  "positions_angstrom": [[-0.3271, 1.3506, 0.1321], [-0.3834, -0.9793, 0.0074], [-1.0837, 0.0914, 0.1466], [-0.9043, -2.1739, -0.0076], [0.9912, 1.0118, -0.2042], [-3.1301, 0.0458, 0.4525], [-0.8195, 1.9523, -0.6502], [-0.5291, 1.8173, 1.1686], [0.7976, -0.9407, 0.0344], [-1.8489, -2.3735, 0.2632], [-0.3690, -2.9639, -0.1245], [1.5339, 1.7620, -0.6162], [1.5961, 1.1387, 0.5943]],
  "atomic_forces_ev_per_a": [[-2.0, 1.8, 1.1], [2.2, -1.7, 0.8], [-0.4, -0.2, 0.0], [-1.5, 0.5, 0.3], [2.8, 1.8, 0.5], [0.8, 0.3, -0.2], [0.4, 0.1, 0.4], [0.6, -0.4, -1.6], [-2.9, 0.2, -0.6], [-0.5, 0.2, -0.2], [1.7, -1.8, -0.3], [-1.0, 0.5, -1.7], [-0.2, -1.2, 1.4]]
}



[2]
{
  "formula": "C2H7IOSi",
  "method": "ωB97M-V with the def2-TZVPD basis set",
  "lumo_ev": -1.14,
  "charge": 0,
  "molar_mass_g_mol": 202.07,
  "species": ["C", "C", "O", "Si", "I", "H", "H", "H", "H", "H", "H", "H"],
  "positions_angstrom": [[-0.0373, 1.1586, 0.9524], [0.2432, 1.2970, -0.5405], [-0.6058, 0.5071, -1.3397], [-0.2379, -3.6197, -0.8592], [1.4533, -4.4549, 0.7933], [-1.0073, 1.5862, 1.2114], [-0.0301, 0.1064, 1.2386], [0.7348, 1.6759, 1.5208], [1.2538, 0.9430, -0.7666], [0.1748, 2.3541, -0.8398], [-0.4175, -2.3085, -0.2001], [-1.5241, 0.7548, -1.1706]],
  "atomic_forces_ev_per_a": [[0.1, -0.1, -0.3], [0.3, 0.3, 0.3], [-0.5, -0.3, -0.2], [0.3, -0.6, -0.1], [-0.3, 0.2, -0.2], [0.0, 0.0, 0.0], [0.0, 0.0, 0.0], [0.0, 0.1, 0.1], [-0.1, 0.1, 0.0], [0.1, -0.1, 0.0], [0.0, 0.5, 0.4], [0.2, 0.0, 0.0]]
}



[3]
{
  "formula": "C2H7N2",
  "method": "ωB97M-V with the def2-TZVPD basis set",
  "multiplicity": 2,
  "lumo_ev": [1.31, 1.24],
  "charge": 0,
  "s2": 0.75,
  "molar_mass_g_mol": 59.09,
  "species": ["C", "N", "C", "N", "H", "H", "H", "H", "H", "H", "H"],
  "positions_angstrom": [[0.5854, -0.6560, 1.4394], [-0.2306, 0.0673, 0.5105], [-0.2210, -0.1208, -0.8640], [-0.5757, 0.9076, -1.7234], [0.8659, -0.0040, 2.2628], [0.0738, -1.5414, 1.8436], [1.5079, -1.0047, 0.9727], [-0.6602, 0.8986, 0.8750], [0.1959, -1.0511, -1.2106], [-1.2853, 1.5551, -1.4369], [-0.2561, 0.9493, -2.6690]],
  "atomic_forces_ev_per_a": [[0.0, -0.5, 0.0], [-0.3, 0.8, 0.0], [0.2, -0.7, 0.2], [0.1, 0.2, 0.5], [0.0, 0.0, 0.1], [0.1, 0.1, 0.0], [0.1, 0.1, -0.1], [0.0, 0.0, -0.2], [0.0, 0.1, -0.3], [-0.2, 0.0, -0.2], [0.0, -0.1, 0.0]]
}



[4]
{
  "formula": "C2H7N2",
  "method": "ωB97M-V with the def2-TZVPD basis set",
  "multiplicity": 2,
  "lumo_ev": [0.74, 0.49],
  "charge": 0,
  "s2": 0.76,
  "molar_mass_g_mol": 59.09,
  "species": ["C", "C", "N", "N", "H", "H", "H", "H", "H", "H", "H"],
  "positions_angstrom": [[0.0492, -1.0859, 0.2226], [0.9521, -0.0013, 0.1728], [0.4836, 1.1941, -0.6360], [-1.2942, -0.8122, 0.5718], [0.1832, -2.0240, -0.3155], [1.9119, 0.1565, 0.6172], [-0.4187, 1.5309, -0.3105], [0.4246, 1.0074, -1.6453], [1.1565, 1.9542, -0.5579], [-1.4627, -0.3902, 1.4751], [-1.9855, -1.5296, 0.4057]],
  "atomic_forces_ev_per_a": [[0.5, 0.2, -0.2], [-0.6, -0.3, 0.2], [0.4, 0.3, 0.0], [-0.9, 0.4, -0.2], [0.1, -0.2, 0.3], [0.4, -0.1, -0.2], [-0.1, 0.0, -0.2], [-0.3, -0.2, 0.1], [-0.1, 0.1, 0.3], [0.3, 0.0, 0.1], [0.2, -0.1, -0.1]]
}